Record 1
{
  "formula": "C20H19N5O6PtS2",
  "method": "wB97M-V/def2-TZVPD",
  "elements": ["Pt", "O", "C", "C", "C", "C", "C", "C", "C", "O", "N", "N", "C", "S", "C", "C", "S", "H", "H", "H", "H", "H", "H", "H", "H", "H", "O", "C", "O", "C", "C", "C", "C", "C", "C", "N", "O", "O", "H", "H", "H", "H", "C", "N", "C", "C", "N", "H", "H", "H", "H", "H", "H"],
  "positions_angstrom": [[0.8326, 1.0328, -1.0401], [-0.9126, 3.8395, 1.9301], [-0.0452, 3.5619, 2.9206], [-0.2479, 4.2310, 4.1304], [0.5842, 4.0050, 5.2038], [1.6429, 3.1017, 5.1033], [1.8480, 2.4396, 3.9142], [1.0199, 2.6550, 2.8054], [1.2894, 1.9226, 1.5565], [0.5471, 2.2101, 0.5164], [2.2656, 1.0709, 1.5077], [2.3645, 0.4556, 0.2608], [3.2767, -0.4421, 0.2166], [4.2780, -0.7816, 1.6103], [5.0528, -2.2421, 0.8637], [5.1861, -1.9936, -0.6248], [3.5763, -1.4049, -1.2107], [-0.6654, 3.3086, 1.1508], [-1.0774, 4.9223, 4.1909], [0.4089, 4.5334, 6.1325], [2.2934, 2.9210, 5.9479], [2.6584, 1.7316, 3.8098], [4.4327, -3.1169, 1.0576], [6.0246, -2.3807, 1.3364], [5.4244, -2.9057, -1.1711], [5.9432, -1.2387, -0.8331], [-1.4201, -1.2307, -2.2043], [-1.8559, -0.4118, -1.3978], [-1.2386, 0.5748, -0.8618], [-3.2917, -0.5404, -0.9277], [-4.0907, -1.5493, -1.4512], [-5.4095, -1.6926, -1.0444], [-5.9438, -0.8280, -0.1035], [-5.1296, 0.1676, 0.4076], [-3.8153, 0.3336, 0.0160], [-5.6934, 1.0910, 1.4127], [-4.9682, 1.9568, 1.8538], [-6.8536, 0.9272, 1.7385], [-3.6547, -2.2176, -2.1811], [-6.0246, -2.4799, -1.4591], [-6.9650, -0.9103, 0.2367], [-3.2086, 1.1226, 0.4331], [-0.1974, -2.6268, -4.5367], [1.0627, -2.0341, -4.0836], [2.2859, -2.8095, -4.2466], [1.0533, -0.9694, -3.3374], [1.1014, 0.0138, -2.7326], [-0.0881, -2.9116, -5.5828], [-0.9959, -1.9027, -4.4192], [-0.4400, -3.5004, -3.9307], [2.3785, -3.1035, -5.2917], [2.2588, -3.7045, -3.6214], [3.1427, -2.2009, -3.9709]],
  "de_lowest_kj_mol": 0.0,
  "total_energy_ev": -65697.6894,
  "gap_ha": 0.2845,
  "e_homo_ev": -8.0
}

***

Record 2
{
  "formula": "C20H19NO4",
  "method": "wB97M-V/def2-TZVPD",
  "elements": ["C", "C", "C", "C", "C", "C", "C", "C", "C", "C", "C", "O", "O", "C", "C", "C", "O", "C", "O", "C", "C", "C", "N", "C", "C", "H", "H", "H", "H", "H", "H", "H", "H", "H", "H", "H", "H", "H", "H", "H", "H", "H", "H", "H"],
  "positions_angstrom": [[3.8181, -1.9116, 0.6841], [3.1304, -1.3209, 1.8668], [3.1257, -2.0993, 3.1775], [2.5144, -0.0477, 1.8339], [2.3200, 0.8424, 0.5968], [1.0008, 1.5808, 0.6883], [0.9913, 2.9181, 1.0837], [-0.2198, 3.6470, 1.2164], [-0.1709, 5.0839, 1.5989], [-1.2284, 5.9590, 1.4388], [-1.1188, 7.3518, 1.7484], [-2.1812, 7.9733, 1.7540], [0.0684, 7.9383, 1.9786], [-1.4362, 2.9570, 0.9835], [-1.4225, 1.6188, 0.6307], [-0.2283, 0.9170, 0.3911], [-0.2561, -0.4014, 0.0345], [-0.9276, -0.7701, -1.1058], [-1.5407, -0.0245, -1.8675], [-0.9002, -2.2046, -1.4945], [-1.6312, -2.7806, -2.5589], [-1.4720, -4.1598, -2.7974], [-0.6683, -4.9894, -2.1092], [0.0558, -4.4320, -1.1412], [-0.0075, -3.0428, -0.8103], [4.7148, -2.4595, 0.9749], [4.1579, -1.1613, -0.0379], [3.1627, -2.6393, 0.2148], [2.4501, -1.6563, 3.9423], [2.8939, -3.1580, 3.1053], [4.1533, -2.0429, 3.5449], [2.1174, 0.3602, 2.7285], [3.1118, 1.6166, 0.5510], [2.3922, 0.2717, -0.3170], [1.9001, 3.4755, 1.2755], [0.7498, 5.4937, 1.9122], [-2.1989, 5.5735, 1.1362], [-0.1405, 8.8711, 2.1479], [-2.3723, 3.4912, 1.1736], [-2.3612, 1.1312, 0.4259], [-2.3543, -2.1811, -3.1031], [-2.1309, -4.5651, -3.5470], [0.7541, -5.0704, -0.6449], [0.6686, -2.6699, -0.0209]],
  "de_lowest_kj_mol": 230.9,
  "total_energy_ev": -30727.3390,
  "gap_ha": 0.3034,
  "e_homo_ev": -8.7
}

***

Record 3
{
  "formula": "C20H19NO6S2",
  "method": "wB97M-V/def2-TZVPD",
  "elements": ["O", "C", "C", "O", "C", "O", "C", "C", "C", "N", "S", "O", "O", "C", "C", "C", "C", "S", "C", "C", "C", "C", "C", "C", "C", "C", "C", "C", "O", "H", "H", "H", "H", "H", "H", "H", "H", "H", "H", "H", "H", "H", "H", "H", "H", "H", "H", "H"],
  "positions_angstrom": [[0.5745, 3.4452, 0.1812], [0.1412, 2.5452, 0.8694], [-1.3538, 2.4729, 1.1857], [-1.9296, 1.1748, 1.2125], [-2.4125, 0.7006, 0.0576], [-2.2899, 1.2704, -0.9948], [-3.2299, -0.5665, 0.2686], [-3.3935, -1.3111, -1.0628], [-2.1324, -2.1547, -1.3249], [-1.0517, -1.6028, -0.5481], [0.4372, -1.4018, -1.2449], [0.7164, -2.4886, -2.1394], [1.3662, -1.1121, -0.1904], [0.2261, 0.0674, -2.2012], [0.9127, 1.2306, -2.0442], [0.4975, 2.2291, -2.9493], [-0.4871, 1.7957, -3.7790], [-0.9201, 0.1627, -3.4749], [-1.1746, -1.8610, 0.8648], [-2.5917, -1.4753, 1.3215], [1.0047, 1.5537, 1.4828], [2.3653, 1.4207, 1.3454], [2.7398, 0.3104, 2.1393], [3.9401, -0.3468, 2.4168], [3.9027, -1.4337, 3.2576], [2.7030, -1.8774, 3.8245], [1.5033, -1.2481, 3.5676], [1.5373, -0.1516, 2.7183], [0.4978, 0.6095, 2.3249], [-1.8729, 3.0957, 0.4481], [-1.5021, 2.8804, 2.1915], [-4.2109, -0.2290, 0.6225], [-3.5274, -0.5744, -1.8553], [-4.2738, -1.9524, -1.0299], [-2.2978, -3.2022, -1.0381], [-1.8429, -2.1385, -2.3749], [1.6811, 1.3506, -1.3051], [0.9071, 3.2220, -2.9615], [-0.9914, 2.3406, -4.5519], [-0.9735, -2.9199, 1.0868], [-0.4173, -1.2601, 1.3596], [-3.2127, -2.3662, 1.4270], [-2.5489, -0.9683, 2.2840], [2.9989, 2.0484, 0.7521], [4.8635, -0.0090, 1.9733], [4.8140, -1.9654, 3.4864], [2.7187, -2.7383, 4.4758], [0.5751, -1.5907, 3.9967]],
  "de_lowest_kj_mol": 244.4,
  "total_energy_ev": -56493.1884,
  "gap_ha": 0.3094,
  "e_homo_ev": -8.7
}

***

Record 4
{
  "formula": "C20H20AsOPtS5",
  "method": "wB97M-V/def2-TZVPD",
  "elements": ["Pt", "O", "C", "S", "C", "C", "S", "S", "S", "C", "As", "C", "C", "S", "H", "H", "H", "H", "H", "H", "H", "H", "H", "C", "C", "C", "C", "C", "C", "C", "C", "C", "C", "C", "C", "C", "C", "H", "H", "H", "H", "H", "H", "H", "H", "H", "H", "H"],
  "positions_angstrom": [[-1.1396, 0.3980, -0.5071], [-3.7554, -5.7410, -0.7714], [-3.4696, -4.5674, -0.7864], [-3.6638, -3.4842, 0.5916], [-3.0723, -2.0125, -0.1842], [-2.6347, -2.1433, -1.4588], [-1.9424, -0.8748, -2.4136], [-2.7610, -3.7446, -2.1775], [-3.1169, -0.5452, 0.7200], [-1.4217, 2.8656, -2.7399], [-2.1966, 2.8585, -0.9454], [-4.0367, 2.2413, -1.0938], [-2.5195, 4.7927, -0.7780], [-0.9589, 2.5501, 0.7694], [-2.1097, 3.3580, -3.4283], [-1.2313, 1.8456, -3.0598], [-0.4829, 3.4177, -2.7015], [-4.6337, 3.0194, -1.5727], [-4.4133, 2.0336, -0.0956], [-4.0606, 1.3218, -1.6727], [-3.1614, 5.1897, -1.5660], [-1.5492, 5.2877, -0.8036], [-2.9694, 4.9751, 0.1970], [2.6715, -2.7806, 4.3036], [1.6144, -3.5197, 3.7917], [0.9416, -3.0800, 2.6638], [1.3022, -1.8926, 2.0148], [2.3556, -1.1483, 2.5583], [3.0327, -1.5926, 3.6814], [0.4996, -1.4621, 0.8596], [0.7403, -0.5129, -0.0672], [2.0001, 0.0664, -0.4915], [3.1783, -0.7029, -0.5167], [4.3647, -0.1845, -1.0007], [4.4197, 1.1110, -1.5010], [3.2597, 1.8746, -1.5223], [2.0733, 1.3602, -1.0322], [3.1996, -3.1206, 5.1862], [1.3035, -4.4344, 4.2825], [0.1113, -3.6567, 2.2719], [2.6255, -0.2035, 2.1073], [3.8431, -0.9999, 4.0900], [-0.4510, -1.9897, 0.8018], [3.1482, -1.7188, -0.1447], [5.2594, -0.7965, -0.9886], [5.3513, 1.5126, -1.8805], [3.2874, 2.8752, -1.9382], [1.1686, 1.9546, -1.0512]],
  "charge": -1,
  "total_energy_ev": -141374.7257,
  "spin_multiplicity": 3,
  "gap_ha": [0.2042, 0.2134],
  "e_homo_ev": [-3.2, -4.0]
}

***

Record 5
{
  "formula": "C20H20BrClF2N2O",
  "method": "wB97M-V/def2-TZVPD",
  "elements": ["C", "C", "C", "C", "C", "F", "C", "C", "C", "N", "C", "C", "C", "F", "C", "N", "C", "O", "C", "C", "C", "C", "Br", "C", "Cl", "C", "C", "H", "H", "H", "H", "H", "H", "H", "H", "H", "H", "H", "H", "H", "H", "H", "H", "H", "H", "H", "H"],
  "positions_angstrom": [[0.6426, 2.1693, -1.9751], [0.0967, 2.2406, -0.5748], [0.0378, 3.4568, 0.0945], [-0.4666, 3.5624, 1.3848], [-0.9260, 2.4175, 1.9952], [-1.4293, 2.4930, 3.2441], [-0.8837, 1.1884, 1.3673], [-0.3631, 1.0921, 0.0835], [-0.2583, -0.2672, -0.5628], [1.1291, -0.7294, -0.6501], [1.7517, -1.0231, 0.6391], [2.5553, 0.1751, 1.1550], [3.3344, -0.1616, 2.4101], [2.4252, -0.3789, 3.4580], [4.1667, -1.4221, 2.2556], [3.3480, -2.5080, 1.7492], [2.8811, -3.5413, 2.5094], [2.0135, -4.3026, 2.1229], [3.5268, -3.7471, 3.8536], [4.6339, -4.5778, 3.9665], [5.1897, -4.8244, 5.2096], [4.6435, -4.2452, 6.3459], [5.4370, -4.6069, 8.0167], [3.5322, -3.4180, 6.2328], [2.8151, -2.6742, 7.6166], [2.9753, -3.1707, 4.9860], [2.6868, -2.2196, 0.4872], [-0.1195, 1.8231, -2.6777], [0.9785, 3.1505, -2.3078], [1.4764, 1.4700, -2.0346], [0.3940, 4.3499, -0.4047], [-0.5114, 4.5092, 1.9051], [-1.2435, 0.3117, 1.8913], [-0.8856, -0.9707, 0.0020], [-0.6522, -0.2244, -1.5806], [1.1502, -1.5596, -1.2300], [0.9947, -1.2957, 1.3887], [3.2623, 0.4740, 0.3742], [1.9098, 1.0303, 1.3527], [3.9706, 0.6720, 2.7152], [4.9777, -1.2218, 1.5476], [4.6101, -1.6974, 3.2090], [5.0585, -5.0395, 3.0843], [6.0501, -5.4711, 5.3087], [2.1174, -2.5169, 4.9101], [2.1367, -3.1081, 0.1847], [3.4492, -1.9938, -0.2673]],
  "de_lowest_kj_mol": 3.1,
  "total_energy_ev": -114093.2879,
  "gap_ha": 0.3542,
  "e_homo_ev": -9.0
}